[1]
# C3H7N3S

An isolated molecule of C3H7N3S at a distorted geometry (ωB97M-V/def2-TZVPD, OMol25).

Values from the calculation:
HOMO-LUMO gap: 9.5 eV
E_LUMO: 0.69 eV
HOMO energy: -8.821 eV
structure (SMILES): C/C=N/N=C\NS

Structure (ORCA input):
```
! RIJCOSX wB97M-V def2-TZVPD def2/J DEFGRID3
* xyz 0 1
C 2.521 -0.836 0.048
C 1.393 0.205 0.151
C -1.717 1.195 0.092
H 3.626 -0.467 -0.118
H 2.652 -0.971 1.137
H 2.131 -1.590 -0.680
H 1.507 0.959 1.061
H -2.196 2.249 0.217
H -3.666 0.441 -0.163
H -1.387 -1.431 -1.134
N 0.377 0.122 -0.575
N -0.467 1.294 -0.167
N -2.646 0.188 0.059
S -2.126 -1.358 0.072
*
```


[2]
# C38H50AsKN2O3Si3

A structure of composition C38H50AsKN2O3Si3 (ωB97M-V/def2-TZVPD, OMol25).

Values from the calculation:
HOMO-LUMO gap: 5.2 eV
E_LUMO: 4.00 eV
HOMO energy: -1.224 eV

Structure (ORCA input):
```
! RIJCOSX wB97M-V def2-TZVPD def2/J DEFGRID3
* xyz -2 1
K 0.198 1.847 0.011
C 5.173 0.530 -0.973
O 5.358 1.043 0.335
C 5.034 2.392 0.421
C 6.054 3.275 0.689
C 5.804 4.644 0.804
C 4.505 5.081 0.619
C 3.442 4.215 0.344
C 2.127 4.849 0.201
N 1.029 4.266 -0.066
N -0.083 5.104 -0.177
C -1.141 4.601 0.431
O -1.213 3.571 1.154
C -2.410 5.393 0.204
C -2.405 6.695 -0.293
C -3.595 7.378 -0.488
C -4.811 6.764 -0.201
C -4.821 5.464 0.283
C -3.628 4.785 0.491
C 3.662 2.795 0.264
O 2.748 1.928 0.070
H 5.400 -0.538 -0.934
H 5.864 1.017 -1.673
H 4.143 0.668 -1.303
H 7.054 2.871 0.809
H 6.604 5.340 1.024
H 4.282 6.142 0.693
H 2.111 5.934 0.368
H -1.450 7.149 -0.523
H -3.578 8.394 -0.870
H -5.743 7.296 -0.361
H -5.761 4.965 0.488
H -3.615 3.767 0.862
C 3.198 -5.197 0.388
Si 3.865 -3.496 -0.089
C 5.207 -3.001 1.134
C 4.719 -3.695 -1.758
As 2.314 -1.764 -0.285
Si 0.454 -2.908 -1.150
C -0.439 -4.076 0.011
C -0.687 -1.557 -1.751
C 1.045 -3.906 -2.638
Si 1.746 -1.431 1.999
C 3.072 -0.299 2.664
C 1.711 -3.045 2.979
C 0.086 -0.590 2.227
H 4.008 -5.823 0.776
H 2.774 -5.697 -0.486
H 2.420 -5.136 1.147
H 6.050 -3.694 1.055
H 4.854 -3.012 2.166
H 5.568 -1.991 0.926
H 5.637 -4.279 -1.640
H 4.986 -2.723 -2.178
H 4.081 -4.205 -2.483
H -0.721 -3.559 0.930
H 0.181 -4.936 0.270
H -1.365 -4.430 -0.451
H -1.000 -0.932 -0.911
H -1.608 -1.970 -2.172
H -0.196 -0.941 -2.507
H 1.677 -4.745 -2.337
H 1.616 -3.281 -3.328
H 0.184 -4.313 -3.177
H 4.063 -0.756 2.654
H 2.841 0.008 3.689
H 3.118 0.591 2.028
H 2.648 -3.601 2.922
H 0.908 -3.697 2.628
H 1.520 -2.814 4.032
H -0.714 -0.799 1.511
H 0.241 0.491 2.243
H -0.309 -0.849 3.214
C -5.647 -4.546 -1.307
C -4.987 -4.878 -0.132
C -4.203 -3.935 0.517
C -4.053 -2.632 0.026
C -4.721 -2.320 -1.168
C -5.505 -3.261 -1.818
C -3.178 -1.675 0.743
C -3.062 -0.350 0.602
C -3.862 0.523 -0.189
C -3.387 1.143 -1.371
C -4.161 2.039 -2.085
C -5.441 2.386 -1.664
C -5.919 1.811 -0.490
C -5.159 0.909 0.231
H -6.259 -5.279 -1.821
H -5.080 -5.877 0.279
H -3.681 -4.204 1.430
H -4.615 -1.327 -1.582
H -6.007 -2.988 -2.739
H -2.543 -2.187 1.476
H -2.386 0.918 -1.723
H -3.748 2.495 -2.979
H -6.028 3.114 -2.210
H -6.908 2.075 -0.126
H -5.551 0.477 1.145
*
```


[3]
# C51H38N2O7P2RuSSi

A structure of composition C51H38N2O7P2RuSSi at a distorted geometry (ωB97M-V/def2-TZVPD, OMol25).

Values from the calculation:
HOMO-LUMO gap (alpha / beta): 5.6 / 6.0 eV
E_LUMO (alpha / beta): 2.38 / 1.89 eV
HOMO energy (alpha / beta): -3.246 / -4.143 eV

Structure (ORCA input):
```
! RIJCOSX wB97M-V def2-TZVPD def2/J DEFGRID3
* xyz -1 6
Ru -0.395 0.890 -0.637
C 3.495 -2.184 -1.488
Si 2.187 -1.503 -0.337
C 2.767 -1.475 1.423
C 3.804 -2.333 1.829
C 4.214 -2.400 3.152
C 3.582 -1.579 4.087
C 2.560 -0.730 3.688
C 2.137 -0.665 2.368
P 0.794 0.543 1.992
C -0.227 0.248 3.461
C -0.597 -1.066 3.729
C -1.337 -1.374 4.842
C -1.717 -0.352 5.722
C -1.387 0.961 5.436
C -0.656 1.270 4.303
C 1.659 2.132 2.359
C 3.028 2.210 2.733
C 3.609 3.471 3.017
C 2.966 4.616 2.721
C 1.690 4.554 1.984
C 0.967 3.276 2.105
C 0.698 -2.700 -0.396
C 1.222 -3.991 -0.235
C 0.430 -5.133 -0.284
C -0.919 -5.018 -0.579
C -1.469 -3.766 -0.716
C -0.685 -2.629 -0.566
P -1.598 -1.088 -0.460
C -2.590 -1.126 1.078
C -2.977 -2.305 1.687
C -3.774 -2.271 2.819
C -4.178 -1.045 3.331
C -3.779 0.135 2.716
C -2.970 0.107 1.602
C -2.808 -1.154 -1.805
C -2.471 -1.695 -3.051
C -3.288 -1.473 -4.144
C -4.466 -0.740 -4.012
C -4.805 -0.220 -2.773
C -3.963 -0.399 -1.686
H 4.160 -2.920 -1.031
H 4.081 -1.320 -1.819
H 3.034 -2.623 -2.380
H 4.301 -2.981 1.105
H 5.020 -3.067 3.446
H 3.879 -1.615 5.137
H 2.085 -0.115 4.441
H -0.295 -1.851 3.047
H -1.623 -2.394 5.029
H -2.334 -0.609 6.584
H -1.727 1.760 6.089
H -0.418 2.302 4.076
H 3.658 1.343 2.845
H 4.590 3.449 3.500
H 3.396 5.598 2.944
H 1.026 5.388 2.231
H -0.085 3.233 1.842
H 2.289 -4.145 -0.037
H 0.869 -6.106 -0.132
H -1.531 -5.904 -0.675
H -2.520 -3.664 -0.952
H -2.680 -3.254 1.291
H -4.100 -3.195 3.269
H -4.818 -1.015 4.201
H -4.124 1.074 3.133
H -2.639 1.046 1.146
H -1.558 -2.249 -3.170
H -3.002 -1.867 -5.118
H -5.118 -0.573 -4.870
H -5.730 0.337 -2.647
H -4.254 0.070 -0.747
O 3.882 0.885 -0.393
C 2.767 1.192 -0.650
O 1.878 0.101 -0.719
C 2.162 2.570 -0.649
C 2.846 3.642 -0.161
C 2.048 4.821 0.326
C 0.704 4.927 -0.331
C 0.081 3.796 -0.683
N 0.809 2.612 -0.841
C -1.433 3.621 -0.683
O -2.209 4.529 -0.924
O -1.870 2.465 -0.182
H 3.912 3.627 0.044
H 2.589 5.778 0.370
H 0.126 5.840 -0.231
O -1.331 1.622 -2.906
C -0.616 0.804 -3.482
N 0.119 -0.107 -2.828
S 1.043 -0.973 -3.814
O 0.771 -2.377 -3.617
O 2.430 -0.588 -3.787
C 0.314 -0.349 -5.297
C 0.569 -0.670 -6.608
C -0.031 0.127 -7.576
C -0.846 1.209 -7.206
C -1.107 1.503 -5.894
C -0.513 0.695 -4.959
H 1.213 -1.499 -6.902
H 0.116 -0.067 -8.638
H -1.261 1.810 -8.006
H -1.752 2.322 -5.560
*
```


Number 1: DFT total energy -680.8413 a.u.. Number 2: DFT total energy -5517.5506 a.u.. Number 3: DFT total energy -4067.8099 a.u..